[1]
This record from OMol25 describes a structure of composition CH2BrN2O3 in a non-equilibrium geometry. The level of theory is ωB97M-V with the def2-TZVPD basis set.

```
9
Properties=species:S:1:pos:R:3
C 1.5288 -0.1432 -0.4775
N -0.1185 -0.7156 0.2569
N -1.1439 0.0772 0.3039
O -0.0147 -1.8453 0.6243
O 1.5609 0.9070 -0.9148
O -0.7879 1.4055 0.0462
Br 2.4871 -1.5878 -0.1348
H -2.0668 0.0688 0.6757
H -1.4449 1.8334 -0.3799
```

Calculated total energy (eV): -80217.8193
2S+1: 3
HOMO (spin up / spin down) (Ha): -0.4709 / -0.5638
⟨S²⟩: 2.015
LUMO energy (spin up / spin down) (eV): -4.84 / -8.73
Energy above the lowest of the compared OMol25 structures with the same formula, charge and spin (kcal per mole): 0.0
HOMO-LUMO gap (spin up / spin down) (eV): 7.973 / 6.610
Total charge: +1

Population analysis type natural (NBO), resulting atomic charges in e: atom 1 (C): 0.52, atom 2 (N): 0.10, atom 3 (N): -0.12, atom 4 (O): -0.07, atom 5 (O): -0.28, atom 6 (O): -0.50, atom 7 (Br): 0.42, atom 8 (H): 0.44, atom 9 (H): 0.49

=====

[2]
This record from OMol25 describes an isolated molecule of CH2BrN2OP in a non-equilibrium geometry. The level of theory is ωB97M-V with the def2-TZVPD basis set.

```
8
Properties=species:S:1:pos:R:3
C 1.1508 0.1457 0.2076
N 0.2886 -0.1388 -1.0324
N -0.8329 -0.5477 -0.8402
O 0.5908 -0.0264 1.3912
P -1.7942 -0.9207 0.3480
Br -3.1103 0.8281 0.0035
H 2.0931 -0.4360 -0.0878
H 1.6142 1.0959 0.0101
```

Calculated total energy (eV): -85424.9496
2S+1: 1
HOMO (Ha): -0.3343
LUMO energy (eV): -1.85
Energy above the lowest of the compared OMol25 structures with the same formula, charge and spin (kcal per mole): 71.6
HOMO-LUMO gap (eV): 7.251
Total charge: 0

Population analysis type natural (NBO), resulting atomic charges in e: atom 1 (C): 0.01, atom 2 (N): 0.02, atom 3 (N): -0.50, atom 4 (O): -0.71, atom 5 (P): 1.00, atom 6 (Br): -0.19, atom 7 (H): 0.19, atom 8 (H): 0.18

=====

[3]
This record from OMol25 describes a cluster of 2 separate species, CH2BrNO4 in total in a non-equilibrium geometry. The level of theory is ωB97M-V with the def2-TZVPD basis set.

```
9
Properties=species:S:1:pos:R:3
O -0.1361 -1.1681 -0.3258
C -0.2172 -0.6801 -1.4142
O -0.1182 0.5391 -1.7297
Br -0.2418 -1.7175 -3.0494
H 0.0069 1.1701 -0.8859
O 0.2872 1.3615 0.5564
N -0.2401 0.6172 1.3690
O 0.5987 0.2631 2.4235
H 0.0605 -0.3854 3.0561
```

Calculated total energy (eV): -80788.7736
2S+1: 1
SMILES: O=C(O)Br.O=NO
HOMO (Ha): -0.3795
LUMO energy (eV): -0.94
Energy above the lowest of the compared OMol25 structures with the same formula, charge and spin (kcal per mole): 29.2
HOMO-LUMO gap (eV): 9.388
Total charge: 0

Population analysis type natural (NBO), resulting atomic charges in e: atom 1 (O): -0.60, atom 2 (C): 0.75, atom 3 (O): -0.68, atom 4 (Br): -0.05, atom 5 (H): 0.51, atom 6 (O): -0.36, atom 7 (N): 0.43, atom 8 (O): -0.51, atom 9 (H): 0.51

=====

[4]
This record from OMol25 describes an isolated molecule of CH2BrP in a non-equilibrium geometry. The level of theory is ωB97M-V with the def2-TZVPD basis set.

```
5
Properties=species:S:1:pos:R:3
H -1.9493 -0.7566 0.3016
P -0.5036 -1.1534 -0.0345
C 0.3508 0.2737 -0.1349
Br 2.2662 0.4190 -0.0349
H -0.1641 1.2173 -0.0973
```

Calculated total energy (eV): -80398.8446
2S+1: 1
SMILES: [H]/P=C/Br
HOMO (Ha): -0.3486
LUMO energy (eV): -0.31
Energy above the lowest of the compared OMol25 structures with the same formula, charge and spin (kcal per mole): 22.5
HOMO-LUMO gap (eV): 9.171
Total charge: 0

Population analysis type natural (NBO), resulting atomic charges in e: atom 1 (H): -0.03, atom 2 (P): 0.44, atom 3 (C): -0.72, atom 4 (Br): 0.09, atom 5 (H): 0.22

=====

[5]
This record from OMol25 describes an isolated molecule of CH2Cl2FN in a non-equilibrium geometry. The level of theory is ωB97M-V with the def2-TZVPD basis set.

```
7
Properties=species:S:1:pos:R:3
F 0.9762 -0.8110 1.1615
C 0.6557 -0.0472 0.0638
N -0.7773 0.2556 0.2027
Cl -1.3343 1.3683 -0.9933
Cl -1.7872 -1.2082 0.1556
H 1.1479 -0.5076 -0.8919
H 1.1190 0.9501 0.3016
```

Calculated total energy (eV): -30319.2638
2S+1: 1
SMILES: FCN(Cl)Cl
HOMO (Ha): -0.3690
LUMO energy (eV): -0.04
Energy above the lowest of the compared OMol25 structures with the same formula, charge and spin (kcal per mole): 53.8
HOMO-LUMO gap (eV): 9.999
Total charge: 0

Population analysis type natural (NBO), resulting atomic charges in e: atom 1 (F): -0.34, atom 2 (C): 0.17, atom 3 (N): -0.44, atom 4 (Cl): 0.14, atom 5 (Cl): 0.11, atom 6 (H): 0.18, atom 7 (H): 0.19

=====

[6]
This record from OMol25 describes a cluster of 2 separate species, CH2Cl2FNS in total in a non-equilibrium geometry. The level of theory is ωB97M-V with the def2-TZVPD basis set.

```
8
Properties=species:S:1:pos:R:3
F -0.9099 -2.5201 1.1540
C -0.4728 -1.4989 0.3067
Cl 1.2859 -1.5286 0.1790
Cl -1.0562 -1.6966 -1.2810
H -0.8462 -0.5087 0.8227
N 0.4648 2.6481 0.1166
S 0.4187 1.6958 -1.2044
H 1.1157 3.4091 -0.0937
```

Calculated total energy (eV): -41154.6916
2S+1: 1
SMILES: FC(Cl)Cl.N=S
HOMO (spin up / spin down) (Ha): -0.3370 / -0.3369
LUMO energy (spin up / spin down) (eV): -1.77 / -1.77
Energy above the lowest of the compared OMol25 structures with the same formula, charge and spin (kcal per mole): 40.1
HOMO-LUMO gap (spin up / spin down) (eV): 7.400 / 7.399
Total charge: 0

Population analysis type natural (NBO), resulting atomic charges in e: atom 1 (F): -0.34, atom 2 (C): 0.09, atom 3 (Cl): -0.01, atom 4 (Cl): 0.04, atom 5 (H): 0.22, atom 6 (N): -0.67, atom 7 (S): 0.34, atom 8 (H): 0.33

=====

[7]
This record from OMol25 describes a cluster of 2 separate species, CH2Cl2N2 in total in a non-equilibrium geometry. The level of theory is ωB97M-V with the def2-TZVPD basis set.

```
7
Properties=species:S:1:pos:R:3
C 1.1357 -0.0769 0.1055
N 0.6400 -1.0788 -0.2689
N -2.3643 0.8708 -0.2380
Cl -2.2267 -0.8717 -0.2090
Cl -3.9791 1.2309 0.3160
H -1.7110 1.3731 0.4527
H 0.5994 -1.9819 -0.6810
```

Calculated total energy (eV): -29090.6618
2S+1: 1
HOMO (Ha): -0.3659
LUMO energy (eV): -0.09
Energy above the lowest of the compared OMol25 structures with the same formula, charge and spin (kcal per mole): 69.0
HOMO-LUMO gap (eV): 9.868
Total charge: 0

Population analysis type natural (NBO), resulting atomic charges in e: atom 1 (C): 0.29, atom 2 (N): -0.74, atom 3 (N): -0.61, atom 4 (Cl): 0.11, atom 5 (Cl): 0.11, atom 6 (H): 0.40, atom 7 (H): 0.44

=====

[8]
This record from OMol25 describes an isolated molecule of CH2Cl2N2 in a non-equilibrium geometry. The level of theory is ωB97M-V with the def2-TZVPD basis set.

```
7
Properties=species:S:1:pos:R:3
H 1.7004 0.5017 -1.2203
N 1.3246 0.4718 -0.2173
C 0.1136 0.0756 -0.3896
N -0.6301 -0.4002 0.6416
Cl -0.0006 0.0172 2.2264
Cl -2.2820 -0.3940 0.3231
H -0.2259 -0.2721 -1.3639
```

Calculated total energy (eV): -29091.5467
2S+1: 1
SMILES: [H]/N=C/N(Cl)Cl
HOMO (Ha): -0.3518
LUMO energy (eV): -0.26
Energy above the lowest of the compared OMol25 structures with the same formula, charge and spin (kcal per mole): 48.6
HOMO-LUMO gap (eV): 9.308
Total charge: 0

Population analysis type natural (NBO), resulting atomic charges in e: atom 1 (H): 0.34, atom 2 (N): -0.64, atom 3 (C): 0.21, atom 4 (N): -0.46, atom 5 (Cl): 0.17, atom 6 (Cl): 0.19, atom 7 (H): 0.19

=====

[9]
This record from OMol25 describes a structure of composition CH2Cl2NO2S in a non-equilibrium geometry. The level of theory is ωB97M-V with the def2-TZVPD basis set.

```
9
Properties=species:S:1:pos:R:3
C -0.9892 -0.8094 -0.8484
N 1.4818 -0.1080 -0.0330
O -0.2395 1.7338 -0.5752
O -0.4981 0.5532 1.5233
S -0.1501 0.4794 0.1226
Cl -2.6786 -0.2053 -0.6445
Cl -0.7428 -2.2561 0.2341
H 2.0121 -0.0349 0.8245
H 1.8045 0.6473 -0.6033
```

Calculated total energy (eV): -42534.5531
2S+1: 1
HOMO (Ha): -0.1349
LUMO energy (eV): 3.48
Energy above the lowest of the compared OMol25 structures with the same formula, charge and spin (kcal per mole): 25.0
HOMO-LUMO gap (eV): 7.151
Total charge: -1

Population analysis type natural (NBO), resulting atomic charges in e: atom 1 (C): -0.60, atom 2 (N): -1.04, atom 3 (O): -0.99, atom 4 (O): -0.98, atom 5 (S): 2.18, atom 6 (Cl): -0.14, atom 7 (Cl): -0.16, atom 8 (H): 0.37, atom 9 (H): 0.37

=====

[10]
This record from OMol25 describes a structure of composition CH2Cl2O in a non-equilibrium geometry. The level of theory is ωB97M-V with the def2-TZVPD basis set.

```
6
Properties=species:S:1:pos:R:3
C 1.6208 0.5583 -0.9887
O -1.3882 -0.7163 0.3257
Cl 1.6083 -1.0484 -0.5726
Cl 1.7151 1.5334 0.3798
H -2.2141 -0.5939 0.7270
H -1.3419 0.2669 0.1289
```

Calculated total energy (eV): -28158.5757
2S+1: 1
HOMO (Ha): -0.3458
LUMO energy (eV): -0.81
Energy above the lowest of the compared OMol25 structures with the same formula, charge and spin (kcal per mole): 63.7
HOMO-LUMO gap (eV): 8.598
Total charge: 0

Population analysis type natural (NBO), resulting atomic charges in e: atom 1 (C): -0.16, atom 2 (O): -0.92, atom 3 (Cl): 0.11, atom 4 (Cl): 0.05, atom 5 (H): 0.46, atom 6 (H): 0.46